No. 1
Entry from OMol25: a cluster of 3 separate species, C28H44O6 in total in a non-equilibrium geometry (ωB97M-V with the def2-TZVPD basis set).

The spin multiplicity is 1. The electronic energy is -42031.5650 eV. As for the SMILES: CC(=O)OCCCc1c(COO)ccc2c1C(=O)C=CC2=O.CCCCCC.CCCCCC. The orbital gap comes out at 8.851 eV.

Positions of all 78 atoms, in Å:
C (0.663, 3.769, 2.936)
C (1.147, 4.550, 1.718)
O (2.268, 4.453, 1.279)
O (0.227, 5.390, 1.121)
C (-0.852, 4.654, 0.513)
C (-0.378, 3.977, -0.788)
C (-0.948, 2.557, -0.981)
C (-0.137, 1.472, -0.310)
C (1.203, 1.258, -0.606)
C (1.967, 2.095, -1.646)
O (2.731, 1.224, -2.463)
O (1.810, 0.481, -3.230)
C (1.926, 0.265, -0.001)
C (1.365, -0.589, 0.918)
C (0.042, -0.405, 1.202)
C (-0.698, 0.607, 0.616)
C (-2.147, 0.698, 1.053)
O (-2.740, 1.742, 1.232)
C (-2.797, -0.639, 1.302)
C (-2.089, -1.615, 1.845)
C (-0.642, -1.340, 2.175)
O (-0.102, -1.805, 3.155)
H (1.506, 3.287, 3.421)
H (0.121, 4.460, 3.588)
H (-0.073, 3.037, 2.586)
H (-1.595, 5.416, 0.265)
H (-1.343, 3.970, 1.213)
H (-0.755, 4.584, -1.620)
H (0.709, 4.044, -0.840)
H (-0.930, 2.344, -2.060)
H (-1.995, 2.577, -0.685)
H (2.642, 2.774, -1.116)
H (1.268, 2.683, -2.243)
H (1.774, -0.411, -2.853)
H (2.969, 0.121, -0.264)
H (1.922, -1.386, 1.395)
H (-3.832, -0.830, 1.031)
H (-2.481, -2.611, 2.030)
C (-1.605, -4.733, 4.540)
C (-1.447, -3.545, 5.483)
C (-0.173, -3.607, 6.322)
C (-0.081, -4.804, 7.272)
C (-1.228, -4.922, 8.276)
C (-1.315, -3.738, 9.234)
H (-1.676, -5.677, 5.083)
H (-2.516, -4.630, 3.945)
H (-0.758, -4.795, 3.852)
H (-2.327, -3.470, 6.129)
H (-1.425, -2.632, 4.891)
H (-0.083, -2.679, 6.894)
H (0.692, -3.630, 5.652)
H (0.864, -4.737, 7.821)
H (-0.024, -5.729, 6.691)
H (-1.084, -5.835, 8.860)
H (-2.181, -5.042, 7.753)
H (-0.390, -3.631, 9.804)
H (-2.131, -3.883, 9.945)
H (-1.503, -2.803, 8.705)
C (1.783, -0.325, -9.549)
C (2.267, 0.290, -8.240)
C (1.378, -0.054, -7.045)
C (-0.062, 0.454, -7.144)
C (-0.204, 1.964, -7.326)
C (0.356, 2.766, -6.156)
H (0.792, 0.039, -9.825)
H (2.463, -0.071, -10.364)
H (1.740, -1.414, -9.474)
H (2.351, 1.375, -8.352)
H (3.277, -0.074, -8.035)
H (1.842, 0.337, -6.136)
H (1.352, -1.142, -6.923)
H (-0.596, 0.156, -6.235)
H (-0.572, -0.050, -7.970)
H (-1.266, 2.201, -7.436)
H (0.278, 2.284, -8.254)
H (-0.148, 2.496, -5.225)
H (0.206, 3.834, -6.322)
H (1.426, 2.599, -6.027)

Cartesian forces (eV/Å) of the 2 atoms listed first:
C -0.35 0.61 -0.71
C 0.69 -0.31 -0.12

No. 2
Entry from OMol25: a cluster of 6 separate species, C28H45Br2N4O17 in total in a non-equilibrium geometry (ωB97M-V with the def2-TZVPD basis set).

The spin multiplicity is 1. The total charge is +1. The electronic energy is -210611.2763 eV. The orbital gap comes out at 8.439 eV.

Positions of all 96 atoms, in Å:
C (2.597, -3.084, -0.561)
C (1.416, -2.575, -1.414)
O (0.908, -3.613, -2.242)
C (1.760, -1.414, -2.340)
O (1.252, -0.170, -1.796)
N (1.958, 0.165, -0.669)
C (1.364, 0.594, 0.431)
N (2.038, 0.957, 1.526)
C (1.129, 1.347, 2.421)
N (-0.080, 1.219, 1.869)
N (0.014, 0.719, 0.620)
C (-1.145, 0.439, -0.206)
Br (-2.380, 1.991, 0.004)
C (-1.924, -0.850, 0.214)
C (-1.984, -1.915, -0.906)
Br (-1.207, -1.694, 1.828)
H (2.869, -4.074, -0.899)
H (2.324, -3.066, 0.482)
H (3.452, -2.411, -0.652)
H (0.623, -2.275, -0.720)
H (0.686, -4.341, -1.647)
H (1.277, -1.513, -3.306)
H (2.836, -1.324, -2.496)
H (2.965, 0.082, -0.685)
H (1.272, 1.714, 3.422)
H (-0.948, 1.426, 2.342)
H (-0.921, 0.396, -1.260)
H (-2.940, -0.569, 0.454)
H (-1.460, -1.611, -1.807)
H (-3.015, -2.179, -1.114)
H (-1.506, -2.826, -0.557)
C (2.927, -7.118, 4.339)
C (3.128, -6.707, 2.904)
C (3.514, -5.260, 2.699)
O (2.993, -4.995, 1.384)
C (1.943, -5.835, 1.195)
O (1.171, -5.741, 0.290)
O (1.889, -6.766, 2.163)
H (2.494, -8.117, 4.392)
H (3.876, -7.119, 4.874)
H (2.237, -6.442, 4.845)
H (3.839, -7.377, 2.414)
H (4.588, -5.092, 2.727)
H (3.024, -4.587, 3.407)
C (-3.063, 2.238, -5.651)
C (-3.602, 1.562, -4.417)
C (-2.560, 0.923, -3.529)
O (-3.302, -0.122, -2.896)
C (-4.309, -0.475, -3.744)
O (-4.989, -1.438, -3.603)
O (-4.411, 0.415, -4.752)
H (-3.878, 2.525, -6.314)
H (-2.498, 3.130, -5.384)
H (-2.415, 1.563, -6.212)
H (-4.229, 2.256, -3.850)
H (-2.157, 1.609, -2.787)
H (-1.739, 0.475, -4.095)
C (-7.155, -3.699, -4.156)
C (-7.710, -4.692, -3.168)
C (-6.686, -5.617, -2.553)
O (-7.470, -6.774, -2.243)
C (-8.512, -6.806, -3.117)
O (-9.245, -7.726, -3.257)
O (-8.587, -5.638, -3.805)
H (-7.965, -3.185, -4.673)
H (-6.535, -2.959, -3.656)
H (-6.557, -4.200, -4.918)
H (-8.286, -4.175, -2.395)
H (-6.228, -5.214, -1.653)
H (-5.904, -5.908, -3.259)
C (4.007, 4.623, 1.251)
C (2.894, 5.455, 0.671)
C (1.532, 4.806, 0.709)
O (0.869, 5.406, -0.398)
C (1.825, 5.765, -1.303)
O (1.602, 6.106, -2.414)
O (3.058, 5.651, -0.749)
H (4.974, 5.071, 1.045)
H (3.895, 4.522, 2.324)
H (4.011, 3.625, 0.803)
H (2.876, 6.440, 1.144)
H (0.993, 5.004, 1.635)
H (1.552, 3.723, 0.538)
C (3.713, 8.015, 6.661)
C (4.555, 7.773, 5.434)
C (3.822, 7.900, 4.120)
O (4.576, 7.022, 3.270)
C (5.141, 6.074, 4.063)
O (5.682, 5.093, 3.665)
O (5.004, 6.404, 5.367)
H (4.266, 7.746, 7.560)
H (3.425, 9.063, 6.727)
H (2.811, 7.401, 6.641)
H (5.442, 8.411, 5.453)
H (3.821, 8.911, 3.722)
H (2.794, 7.531, 4.174)

Cartesian forces (eV/Å) of the 2 atoms listed first:
C -0.29 1.21 -0.50
C 0.34 -0.74 0.03